Entry 1:
DFT (ωB97M-V/def2-TZVPD) results for 2 unconnected molecules or ions with the total composition C3H5N4.

Each atom is followed by the atoms it is bonded to, with distances in Å.
Positions of all 12 atoms, in Å:
1 C 1.10703 -0.55371 0.53223  H2 1.132, N7 1.277, N9 1.369
2 H 1.58178 -0.98809 1.46386  C1 1.132
3 N -0.44745 0.41033 -0.58396  N5 1.393, N9 1.278
4 C -1.44093 -0.25057 2.36455  H11 1.076, H12 1.036
5 N 0.79162 0.39229 -1.22065  N3 1.393, N7 1.292, C10 1.290
6 H 0.31179 1.35453 -3.05349  C10 1.045
7 N 1.71679 -0.18354 -0.52722  C1 1.277, N5 1.292
8 H 1.61688 0.30706 -3.16325  C10 1.085
9 N -0.22398 -0.23760 0.49466  C1 1.369, N3 1.278
10 C 0.89410 0.71744 -2.46517  N5 1.290, H6 1.045, H8 1.085
11 H -2.22286 0.48432 2.43751  C4 1.076
12 H -1.68452 -1.25465 2.44136  C4 1.036

Computed properties:
ΔE to the lowest compared entry with this formula, charge and spin   8.3389 eV
Electronic energy   -9136.6671 eV
Total charge   +1
Kohn-Sham gap (spin up / spin down)   9.4 / 5.9 eV
HOMO level (spin up / spin down)   -16.20 / -12.91 eV

Entry 2:
DFT (ωB97M-V/def2-TZVPD) results for a gas-phase ion, C3H5N4 (charge +1).

Each atom is followed by the atoms it is bonded to, with distances in Å.
Positions of all 12 atoms, in Å:
1 N 0.09678 0.50661 -0.30765  N5 1.277, H7 1.151, C9 1.459
2 C 1.76796 -0.93465 0.18963  H3 1.105, H4 1.131, N5 1.316, H12 1.016
3 H 2.60025 -0.20966 0.23629  C2 1.105
4 H 2.06101 -1.83420 -0.42925  C2 1.131
5 N 0.51112 -0.68519 -0.11221  N1 1.277, C2 1.316
6 N -2.63950 -1.48743 0.36486  C8 1.165
7 H 0.93357 1.29380 -0.37780  N1 1.151
8 C -2.07971 -0.50772 0.07571  N6 1.165, C9 1.474
9 C -1.33226 0.74461 -0.13862  N1 1.459, C8 1.474, N11 1.244
10 H -1.60182 2.78199 -0.39035  N11 1.065
11 N -1.97143 1.81231 -0.14910  C9 1.244, H10 1.065
12 H 1.65403 -1.48046 1.03847  C2 1.016

Computed properties:
ΔE to the lowest compared entry with this formula, charge and spin   4.3646 eV
Electronic energy   -9140.6414 eV
Total charge   +1
Kohn-Sham gap   8.9 eV
SMILES string   [H]/N=C(C#N)\[NH+]=N\C
HOMO level   -16.04 eV

Entry 3:
DFT (ωB97M-V/def2-TZVPD) results for a gas-phase ion, C3H5N4OS (charge -1).

Each atom is followed by the atoms it is bonded to, with distances in Å.
Positions of all 14 atoms, in Å:
1 C -0.42840 1.56447 0.80608  C3 1.478, H5 1.079, H9 1.072, H12 1.142
2 N -0.19274 -2.88574 -0.10649  N7 1.278, N14 1.343
3 C 0.02632 0.62720 -0.24301  C1 1.478, S4 1.838, O11 1.707, C13 1.467
4 S 1.69710 1.01214 -0.90658  C3 1.838, H10 1.255
5 H -1.48877 1.75570 0.74444  C1 1.079
6 N 0.43157 -1.29828 1.18562  N7 1.313, C13 1.342
7 N 0.34693 -2.59706 1.01493  N2 1.278, N6 1.313
8 H -0.97514 -0.09358 -2.04667  O11 1.022
9 H 0.05180 2.52115 0.87063  C1 1.072
10 H 2.34385 -0.05957 -0.81609  S4 1.255
11 O -0.83587 0.85743 -1.69862  C3 1.707, H8 1.022
12 H -0.26113 1.16079 1.86077  C1 1.142
13 C -0.13255 -0.79536 0.07687  C3 1.467, N6 1.342, N14 1.350
14 N -0.58298 -1.76930 -0.74189  N2 1.343, C13 1.350

Computed properties:
ΔE to the lowest compared entry with this formula, charge and spin   0.7372 eV
Electronic energy   -22034.6284 eV
Total charge   -1
Kohn-Sham gap   8.6 eV
HOMO level   -5.27 eV

Entry 4:
DFT (ωB97M-V/def2-TZVPD) results for a gas-phase ion, C3H5N4S (charge -1).

Each atom is followed by the atoms it is bonded to, with distances in Å.
Positions of all 13 atoms, in Å:
1 H -1.86624 2.32934 1.09276  C11 1.215
2 H 3.16874 -1.28201 -0.31772  N13 1.036
3 C -0.77696 0.68708 0.17002  N10 1.386, C11 1.533, N12 1.284
4 H -2.91673 0.88614 0.37492  C11 1.041
5 N 0.45776 -1.27174 0.20413  C9 1.251, N10 1.244
6 H -2.19610 0.61315 1.78288  C11 1.049
7 S -0.17016 2.63554 -1.38580  N12 1.633
8 H 3.05391 -2.62484 -1.38193  N13 1.084
9 C 1.23046 -1.62203 -0.71462  N5 1.251, N13 1.398
10 N -0.55957 -0.63392 0.52829  C3 1.386, N5 1.244
11 C -2.05060 1.14556 0.89038  H1 1.215, C3 1.533, H4 1.041, H6 1.049
12 N 0.07374 1.20229 -0.64163  C3 1.284, S7 1.633
13 N 2.55175 -2.06456 -0.60166  H2 1.036, H8 1.084, C9 1.398

Computed properties:
ΔE to the lowest compared entry with this formula, charge and spin   0.0444 eV
Electronic energy   -19983.3369 eV
Total charge   -1
Kohn-Sham gap (spin up / spin down)   5.4 / 5.8 eV
HOMO level (spin up / spin down)   -1.50 / -3.11 eV
<S²>   2.012
Spin multiplicity   3

Entry 5:
DFT (ωB97M-V/def2-TZVPD) results for a single C3H5N5 molecule.

Each atom is followed by the atoms it is bonded to, with distances in Å.
Positions of all 13 atoms, in Å:
1 C 0.74217 -1.23596 -0.04117  C6 1.436, H7 1.191, N12 1.346
2 H -3.42278 -0.44172 0.25156  N9 1.062
3 N 1.53250 1.23605 -0.10925  C8 1.321, N13 1.387
4 H -2.59561 0.99021 0.53303  N9 1.076
5 H 3.32181 0.49437 -0.00069  N13 0.957
6 C -0.33823 -0.29982 0.09587  C1 1.436, C8 1.500, N10 1.306
7 H 0.53956 -2.38738 -0.26951  C1 1.191
8 C 0.22092 1.08226 -0.07135  N3 1.321, C6 1.500, H11 1.056
9 N -2.66641 0.17516 -0.16643  H2 1.062, H4 1.076, N10 1.385
10 N -1.57516 -0.67420 -0.09558  C6 1.306, N9 1.385
11 H -0.26265 2.02072 -0.07577  C8 1.056
12 N 2.08405 -1.13349 -0.03784  C1 1.346, N13 1.350
13 N 2.41982 0.17381 -0.01286  N3 1.387, H5 0.957, N12 1.350

Computed properties:
ΔE to the lowest compared entry with this formula, charge and spin   4.4688 eV
Electronic energy   -10638.4053 eV
Total charge   0
Kohn-Sham gap   8.3 eV
SMILES string   NN=c1cn[nH]nc1
HOMO level   -7.88 eV

Entry 6:
DFT (ωB97M-V/def2-TZVPD) results for a single C3H5N5 molecule.

Each atom is followed by the atoms it is bonded to, with distances in Å.
Positions of all 13 atoms, in Å:
1 N -1.71850 -0.77890 -2.02193  N4 1.296, H5 1.037, H9 1.000
2 H 0.84412 0.60572 2.96920  N13 1.127
3 C 1.28457 0.11314 -0.40802  C7 1.360, H8 1.158, C10 1.478
4 N -0.48324 -0.60857 -1.66941  N1 1.296, C7 1.292
5 H -1.97738 -1.41282 -2.80030  N1 1.037
6 H 3.00616 -0.00335 1.12047  C10 1.208
7 C -0.05531 -0.02026 -0.60132  C3 1.360, N4 1.292, N12 1.418
8 H 1.85568 -0.32802 -1.31404  C3 1.158
9 H -2.25276 -0.69940 -1.17991  N1 1.000
10 C 1.82082 0.17532 0.96812  C3 1.478, H6 1.208, N13 1.426
11 N -0.50605 0.51085 1.56459  N12 1.171, N13 1.334
12 N -0.90991 0.27659 0.49035  C7 1.418, N11 1.171
13 N 0.79251 0.63271 1.84382  H2 1.127, C10 1.426, N11 1.334

Computed properties:
ΔE to the lowest compared entry with this formula, charge and spin   5.7297 eV
Electronic energy   -10637.1444 eV
Total charge   0
Kohn-Sham gap   7.6 eV
SMILES string   N/N=c1/cc[nH]nn1
HOMO level   -6.96 eV

Entry 7:
DFT (ωB97M-V/def2-TZVPD) results for a single C3H5N5 molecule.

Each atom is followed by the atoms it is bonded to, with distances in Å.
Positions of all 13 atoms, in Å:
1 H -2.59344 -2.29812 0.20192  C3 1.318
2 H -2.36172 0.35663 0.39449  N9 1.113
3 C -1.47295 -1.63219 0.00958  H1 1.318, N9 1.420, N11 1.346
4 N -0.41841 0.26785 -0.12951  N8 1.349, N9 1.388, C12 1.346
5 N 1.67214 -0.98955 0.57780  H10 1.184, C12 1.351
6 H 2.00065 1.10384 -0.61806  C13 1.218
7 H 1.46301 2.96028 -0.86354  C13 1.101
8 N -0.16416 1.52812 -0.53858  N4 1.349, C13 1.372
9 N -1.69712 -0.25581 -0.25561  H2 1.113, C3 1.420, N4 1.388
10 H 2.27549 -0.20624 1.22997  N5 1.184
11 N -0.21684 -2.06421 0.22786  C3 1.346, C12 1.461
12 C 0.37538 -0.73082 0.30118  N4 1.346, N5 1.351, N11 1.461
13 C 1.13797 1.96022 -0.53749  H6 1.218, H7 1.101, N8 1.372

Computed properties:
ΔE to the lowest compared entry with this formula, charge and spin   6.6549 eV
Electronic energy   -10636.2192 eV
Total charge   0
Kohn-Sham gap   8.4 eV
SMILES string   [H]/N=c1/nc[nH]n1N=C
HOMO level   -8.26 eV

Entry 8:
DFT (ωB97M-V/def2-TZVPD) results for a single C3H5NO molecule.

Each atom is followed by the atoms it is bonded to, with distances in Å.
Positions of all 10 atoms, in Å:
1 H 0.35036 0.07539 2.00370  C3 1.148
2 C 0.82679 0.12195 -0.35590  H4 1.056, O5 1.333, C7 1.434, H8 1.195
3 C -0.37296 0.83288 1.53321  H1 1.148, O5 1.426, H6 1.259, H9 1.259
4 H 1.29916 0.55213 -1.19627  C2 1.056
5 O 0.14802 1.10607 0.23448  C2 1.333, C3 1.426
6 H -0.34904 1.92079 2.16564  C3 1.259
7 C 0.02835 -0.97780 -0.81253  C2 1.434, N10 1.146
8 H 1.57980 -0.22568 0.50396  C2 1.195
9 H -1.59266 0.52530 1.48540  C3 1.259
10 N -0.76642 -1.65124 -1.28956  C7 1.146

Computed properties:
ΔE to the lowest compared entry with this formula, charge and spin   2.4246 eV
Electronic energy   -6727.1480 eV
Total charge   0
Kohn-Sham gap   11.5 eV
SMILES string   COCC#N
HOMO level   -10.71 eV

Entry 9:
DFT (ωB97M-V/def2-TZVPD) results for 2 unconnected molecules or ions with the total composition C3H5NO.

Each atom is followed by the atoms it is bonded to, with distances in Å.
Positions of all 10 atoms, in Å:
1 H -1.33425 0.67657 -0.07023  C6 1.043
2 C 0.31692 1.89496 -0.29105  H4 1.068, C6 1.324, H9 1.111
3 H -0.23039 1.05519 1.40382  C6 1.053
4 H 0.35944 1.80142 -1.35436  C2 1.068
5 C 0.22265 -2.40824 0.29932  N7 1.200, O10 1.157
6 C -0.52734 1.14252 0.39732  H1 1.043, C2 1.324, H3 1.053
7 N -0.48491 -1.83476 -0.48168  C5 1.200, H8 0.986
8 H -0.40318 -1.43154 -1.37742  N7 0.986
9 H 1.19413 2.02373 0.37844  C2 1.111
10 O 0.88694 -2.91985 1.09585  C5 1.157

Computed properties:
ΔE to the lowest compared entry with this formula, charge and spin   1.5431 eV
Electronic energy   -6728.0295 eV
Total charge   0
Kohn-Sham gap   11.0 eV
SMILES string   N=C=O.C=C
HOMO level   -10.25 eV

Entry 10:
DFT (ωB97M-V/def2-TZVPD) results for a single C3H5NO molecule.

Each atom is followed by the atoms it is bonded to, with distances in Å.
Positions of all 10 atoms, in Å:
1 C 0.05184 0.83109 -0.94410  C3 1.530, H4 1.092, H5 1.093, H9 1.094
2 H -0.09621 0.74537 1.20073  C3 1.100
3 C -0.09483 0.03922 0.35670  C1 1.530, H2 1.100, C8 1.484, O10 1.413
4 H 1.09075 1.00768 -1.23167  C1 1.092
5 H -0.45642 0.29272 -1.74773  C1 1.093
6 H -1.30829 -1.33098 0.99604  O10 0.967
7 N 1.60310 -1.77031 1.20055  C8 1.157
8 C 0.96409 -0.93791 0.71279  C3 1.484, N7 1.157
9 H -0.44304 1.79934 -0.82762  C1 1.094
10 O -1.31099 -0.67623 0.28433  C3 1.413, H6 0.967

Computed properties:
ΔE to the lowest compared entry with this formula, charge and spin   0.7294 eV
Electronic energy   -6728.8433 eV
Total charge   0
Kohn-Sham gap   12.0 eV
SMILES string   C[C@@H](O)C#N
HOMO level   -11.31 eV